[1]
{
  "formula": "ClCu",
  "method": "the ωB97M-V functional and the def2-TZVPD basis",
  "molar_mass_g_mol": 99.0,
  "s_squared": 0.755,
  "charge": 1,
  "homo_lumo_gap_ha": [0.35610, 0.24072],
  "lumo_energy_ev": [-7.937, -10.862],
  "multiplicity": 2,
  "elements": ["Cu", "Cl"],
  "xyz": [[18.842109, 5.253170, -34.368133], [20.226752, 6.508230, -33.523401]],
  "forces_ev_per_angstrom": [[-0.11, -0.10, -0.07], [0.11, 0.10, 0.07]]
}

---

[2]
{
  "formula": "C12H8Br4N2O6PtSSe",
  "method": "the ωB97M-V functional and the def2-TZVPD basis",
  "molar_mass_g_mol": 901.9,
  "charge": 0,
  "homo_lumo_gap_ha": 0.19949,
  "lumo_energy_ev": -3.057,
  "elements": ["Pt", "Br", "C", "C", "Br", "C", "Br", "C", "O", "C", "O", "C", "Br", "O", "Se", "O", "O", "O", "C", "C", "C", "C", "N", "C", "S", "N", "C", "H", "H", "H", "H", "H", "H", "H", "H"],
  "xyz": [[1.621992, 0.190267, -0.094557], [2.625649, 3.187456, 6.803355], [2.161746, 2.640038, 5.075114], [1.146959, 3.418914, 4.332928], [0.368796, 4.891560, 5.174895], [0.765876, 3.108199, 3.076830], [-0.505531, 4.059346, 2.096059], [1.379402, 1.974106, 2.406688], [1.125314, 1.706254, 1.248859], [2.385728, 1.104950, 3.191453], [2.806791, 0.124873, 2.657527], [2.751168, 1.555355, 4.546672], [4.025117, 0.514751, 5.417115], [3.276346, 1.015664, -1.011655], [3.407488, -0.138912, -2.238952], [4.593741, -1.172386, -2.014158], [1.882938, -0.888541, -1.745217], [3.221936, 0.495765, -3.688038], [-0.834736, -1.751946, -4.142557], [-1.530124, -1.671307, -2.823253], [-2.873488, -1.832143, -2.622730], [-3.363951, -1.680684, -1.317737], [-2.583409, -1.359297, -0.295572], [-1.274055, -1.203544, -0.515812], [-0.243895, -0.826463, 0.784869], [-0.756659, -1.409409, -1.754251], [-4.820134, -1.847806, -1.015560], [-1.537842, -1.991443, -4.935436], [-0.051925, -2.511123, -4.112098], [-0.347377, -0.800408, -4.364308], [-3.531395, -2.060201, -3.447762], [0.255393, -1.189725, -1.917841], [-5.389621, -2.128129, -1.898627], [-5.214597, -0.915189, -0.611487], [-4.943640, -2.608842, -0.244760]],
  "forces_ev_per_angstrom": [[-0.47, 0.39, -0.49], [-0.03, 0.03, -0.01], [0.14, -0.06, 0.17], [-0.18, 0.15, -0.06], [0.02, -0.01, 0.04], [0.00, 0.07, 0.03], [0.02, -0.03, -0.03], [0.21, -0.07, 0.21], [0.21, -0.02, 0.03], [-0.29, 0.31, -0.17], [0.23, -0.36, 0.00], [0.01, -0.02, 0.03], [0.00, -0.02, -0.04], [-0.03, 0.07, 0.33], [-0.60, -0.12, 0.03], [0.18, -0.10, 0.02], [0.46, -0.22, 0.11], [-0.04, 0.02, -0.17], [-0.01, -0.02, 0.06], [0.11, -0.05, -0.19], [-0.07, -0.04, -0.02], [-0.03, 0.03, 0.06], [0.10, -0.11, -0.05], [-0.06, -0.23, -0.09], [0.05, 0.06, 0.26], [0.16, 0.59, -0.23], [0.04, -0.01, 0.02], [0.00, 0.00, 0.00], [-0.01, 0.00, 0.01], [-0.01, -0.01, 0.00], [0.01, 0.01, 0.00], [-0.14, -0.25, 0.17], [0.00, 0.00, 0.00], [0.01, 0.00, 0.00], [0.00, 0.01, -0.01]]
}

---

[3]
{
  "formula": "F2H2S2Si",
  "method": "the ωB97M-V functional and the def2-TZVPD basis",
  "molar_mass_g_mol": 132.2,
  "smiles": "F[Si](F)(S)S",
  "charge": 0,
  "homo_lumo_gap_ha": 0.39368,
  "lumo_energy_ev": 0.133,
  "elements": ["F", "Si", "F", "S", "S", "H", "H"],
  "xyz": [[-0.132084, -1.546396, 0.920261], [-0.122191, -0.067530, -0.154714], [0.127299, -0.775480, -1.588775], [1.688458, 0.975379, 0.136867], [-1.942852, 0.996554, 0.008159], [2.417659, -0.093112, -0.554510], [-2.036290, 0.510584, 1.232713]],
  "forces_ev_per_angstrom": [[-0.26, 3.59, -2.24], [0.89, -3.89, 1.09], [-0.67, 0.48, 0.70], [0.85, -1.52, -0.86], [0.64, -0.16, -0.51], [-1.24, 1.70, 1.16], [-0.22, -0.20, 0.66]]
}

---

[4]
{
  "formula": "C2H6IN2S",
  "method": "the ωB97M-V functional and the def2-TZVPD basis",
  "molar_mass_g_mol": 217.1,
  "s_squared": 2.010,
  "charge": 1,
  "homo_lumo_gap_ha": [0.20434, 0.22523],
  "lumo_energy_ev": [-5.091, -7.768],
  "multiplicity": 3,
  "elements": ["C", "C", "N", "N", "S", "I", "H", "H", "H", "H", "H", "H"],
  "xyz": [[0.221957, -0.367079, -0.349230], [-0.183840, 1.846341, 0.835826], [-0.816020, -1.305444, -0.435308], [-0.152138, 0.560546, 0.740016], [1.837205, -1.005711, 0.052967], [0.357862, 0.901788, -2.289401], [-0.505634, 2.300243, 1.746861], [-0.005743, 2.715603, 0.271303], [-1.524523, -1.051619, -1.125933], [-0.386746, -2.151372, -0.915806], [-0.560690, -0.110938, 1.464910], [1.718311, -2.332356, 0.003797]],
  "forces_ev_per_angstrom": [[-0.29, -0.39, 2.44], [-0.68, -0.56, 1.85], [0.90, -2.35, -1.41], [-0.50, -1.26, 0.26], [0.82, 1.08, -0.33], [0.57, 1.37, -2.52], [-0.65, -0.71, 1.12], [1.23, -0.14, -2.25], [-0.15, 0.42, 0.37], [-0.92, 0.95, 1.15], [0.29, 1.82, -0.45], [-0.63, -0.24, -0.21]]
}